Record 1
Density functional theory data (ωB97M-V with the def2-TZVPD basis set) for a structure of composition C30H22AsFGdI2N6O7S4.

Each line ends with the Löwdin spin population.
Element x y z (Å)
1 Gd -0.15664 0.56511 -0.27268  7.065
2 N -3.64455 2.07702 0.32422  0.000
3 C -2.87179 2.44429 1.34566  0.000
4 N -1.58759 2.15579 1.41744  -0.005
5 C -1.01964 2.78179 2.50994  0.000
6 C -1.87194 3.44202 3.33250  0.000
7 S -3.48322 3.33281 2.70605  0.000
8 C 0.44458 2.83784 2.57450  0.000
9 C 1.17099 3.49653 3.51166  0.000
10 S 2.82725 3.54961 3.01709  0.000
11 C 2.40657 2.66613 1.58451  0.000
12 N 1.14469 2.32633 1.50552  -0.004
13 N 3.31647 2.32065 0.65920  0.000
14 H -3.17621 1.60434 -0.46744  0.000
15 H -4.56276 2.46483 0.21355  0.000
16 H -1.63484 4.04005 4.19404  0.000
17 H 0.81988 3.99838 4.39549  0.000
18 H 4.19879 2.79587 0.62091  0.000
19 H 2.95271 1.86115 -0.18058  0.000
20 O -4.04901 -1.18041 0.18822  0.000
21 As -3.42623 -0.87865 -1.46600  0.000
22 O -4.70808 -0.39730 -2.34978  -0.001
23 O -2.21297 0.29443 -1.22808  -0.008
24 C -2.74216 -2.63995 -1.83293  0.000
25 C -3.39139 -3.71095 -1.22155  0.000
26 C -3.01662 -5.01460 -1.50845  0.000
27 C -1.99199 -5.26042 -2.40929  0.000
28 C -1.33697 -4.20797 -3.02734  0.000
29 C -1.72033 -2.90365 -2.73898  0.000
30 S 0.40098 -1.39163 -2.62259  0.001
31 O 1.35526 -2.43710 -2.96938  0.000
32 O -1.07067 -1.86716 -3.33546  0.000
33 O 0.00414 -1.51866 -1.16105  -0.009
34 H -4.97248 -0.90360 0.16450  0.000
35 H -4.17886 -3.51852 -0.50562  0.000
36 H -3.52804 -5.83805 -1.02485  0.000
37 H -1.69744 -6.28006 -2.62584  0.000
38 H -0.51829 -4.36456 -3.71413  0.000
39 I 4.44966 0.19593 -3.32826  0.000
40 C 4.19060 -0.70184 -1.47478  0.000
41 C 5.18005 -1.59420 -1.01814  0.000
42 C 5.10831 -2.17663 0.21570  0.000
43 I 6.62132 -3.47903 0.79602  0.000
44 C 4.00616 -1.87789 1.07216  0.000
45 C 3.85381 -2.36689 2.38554  0.000
46 C 2.77158 -1.98824 3.13023  0.000
47 C 1.81307 -1.14085 2.54608  0.000
48 N 1.91192 -0.68783 1.31999  -0.003
49 C 3.00272 -1.01676 0.58834  0.000
50 C 3.07905 -0.37828 -0.71785  0.000
51 O 2.16414 0.44907 -1.06155  -0.006
52 H 6.01244 -1.80985 -1.67456  0.000
53 H 4.60621 -3.03212 2.78850  0.000
54 H 2.63459 -2.33586 4.14512  0.000
55 H 0.93153 -0.84117 3.10250  0.000
56 F -0.04907 5.98312 -4.01020  0.000
57 C -0.03168 4.87836 -3.21198  0.001
58 C -0.47403 4.99977 -1.91330  -0.001
59 C -0.46579 3.86357 -1.10583  -0.001
60 C -0.00896 2.64416 -1.59555  -0.024
61 C 0.44980 2.57193 -2.90796  -0.001
62 C 0.42844 3.68965 -3.73751  -0.001
63 H -0.82020 5.96069 -1.55419  0.000
64 H -0.82164 3.95934 -0.08786  0.000
65 H 0.82508 1.63429 -3.30439  0.000
66 H 0.76597 3.65051 -4.76476  0.000
67 S -2.93740 -2.06903 3.34820  0.000
68 C -2.02322 -3.09283 2.32812  0.000
69 C -1.20560 -2.34766 1.54454  0.000
70 N -1.26782 -0.99388 1.76629  -0.003
71 C -2.13731 -0.71643 2.69209  0.000
72 H -2.14375 -4.16223 2.31459  0.000
73 H -0.54144 -2.70475 0.76969  0.000
74 H -2.35012 0.29215 3.01204  0.000

Calculated values
lowest unoccupied orbital energy (alpha / beta): 0.0660 / 0.0660 Ha
multiplicity: 8
charge: -1
HOMO-LUMO gap (alpha / beta): 6.94 / 6.94 eV

---

Record 2
Density functional theory data (ωB97M-V with the def2-TZVPD basis set) for the molecule Cl2H3N2OP.

Each line ends with the natural charge from an NBO analysis.
Element x y z (Å)
1 N -1.68396 0.17674 -0.11346  -0.652
2 N -0.41543 -0.44595 -0.56520  -0.810
3 P 1.02310 -0.23581 0.36449  1.869
4 O 0.77973 -0.09293 1.80647  -1.035
5 Cl 1.85845 1.44633 -0.37317  -0.280
6 Cl 2.22030 -1.68222 -0.34302  -0.219
7 H -1.71670 -0.06673 0.97087  0.380
8 H -1.72674 1.25067 -0.18396  0.350
9 H -0.33875 -0.35009 -1.56301  0.397

Calculated values
lowest unoccupied orbital energy: 0.0147 Ha
HOMO-LUMO gap: 10.27 eV
SMILES string: NNP(=O)(Cl)Cl

---

Record 3
Density functional theory data (ωB97M-V with the def2-TZVPD basis set) for a structure of composition C3H4GaO4.

Each line ends with the natural charge from an NBO analysis.
Element x y z (Å)
1 C 1.81122 1.77933 -0.18304  0.393
2 C 1.12659 0.43796 -0.12920  -0.188
3 O -0.28740 0.63857 -0.25640  -0.404
4 C -1.08644 -0.41332 -0.17413  0.962
5 O -2.33121 -0.20905 -0.18736  -0.686
6 O -0.62760 -1.57522 0.00791  -0.740
7 O 1.55845 2.65230 0.61262  -0.433
8 Ga -2.34004 -1.98889 0.29638  1.653
9 H 2.54522 1.92748 -1.00519  0.145
10 H 1.39197 -0.05691 0.81646  0.232
11 H 1.49118 -0.19763 -0.94887  0.212
12 H -3.25196 -2.99463 1.15081  -0.146

Calculated values
lowest unoccupied orbital energy: -0.2099 Ha
charge: +1
HOMO-LUMO gap: 8.12 eV

---

Record 4
Density functional theory data (ωB97M-V with the def2-TZVPD basis set) for a cluster of 12 separate species, C6H35NO11 in total.

Each line ends with the natural charge from an NBO analysis.
Element x y z (Å)
1 C 0.34567 2.29796 3.37644  -0.426
2 C -0.03193 1.08121 2.98307  0.044
3 C -1.46103 0.64844 3.37721  -0.456
4 C -1.83857 -0.86638 3.11336  -0.670
5 C 0.81861 0.05009 2.38337  -0.462
6 C 0.62460 -0.51526 0.99859  -0.228
7 N 1.62644 0.09773 0.08851  -0.868
8 H 1.35893 2.56001 3.19073  0.184
9 H -0.13149 2.94114 4.09076  0.198
10 H -2.22804 1.03302 2.67908  0.239
11 H -1.54709 0.93683 4.42384  0.211
12 H -1.83908 -1.02911 2.05632  0.244
13 H -1.55335 -1.43439 3.97964  0.221
14 H -2.94355 -0.89483 3.34025  0.205
15 H 0.60378 -0.75119 3.10500  0.229
16 H 1.89069 0.31815 2.44917  0.216
17 H -0.35405 -0.45059 0.50642  0.188
18 H 0.79940 -1.58987 0.99970  0.183
19 H 1.18175 0.20405 -0.80843  0.388
20 H 1.88838 1.03635 0.39978  0.354
21 O 1.09860 4.56391 -0.71909  -0.949
22 H 0.45319 4.79935 -1.39112  0.466
23 H 1.26530 3.61898 -0.84314  0.483
24 O -1.38619 -0.36829 -4.18569  -0.959
25 H -1.33445 0.48171 -4.68055  0.455
26 H -2.33919 -0.17004 -4.05349  0.509
27 O -2.65986 2.61882 0.91921  -0.949
28 H -2.26199 2.89153 0.08895  0.474
29 H -2.53546 3.38523 1.48972  0.480
30 O 1.60704 -2.41423 -3.24051  -0.961
31 H 1.45936 -3.33107 -3.46843  0.470
32 H 1.23097 -1.76843 -3.83743  0.486
33 O 1.08955 0.17016 -3.17997  -0.965
34 H 0.23596 0.08691 -3.64614  0.487
35 H 1.50202 0.90006 -3.65790  0.467
36 O 0.15368 -3.58014 -1.20593  -0.956
37 H 1.06883 -3.27223 -1.09197  0.499
38 H 0.16853 -4.40406 -0.70270  0.460
39 O 4.44293 -0.57569 1.28794  -0.962
40 H 3.51229 -0.56479 1.03136  0.483
41 H 4.85875 0.25055 1.03087  0.478
42 O -3.92056 -0.47343 -3.13700  -0.957
43 H -4.41129 0.06960 -2.50000  0.484
44 H -3.78078 -1.28349 -2.62739  0.491
45 O -2.28414 -1.59054 -0.19507  -0.960
46 H -1.45566 -2.09501 -0.16739  0.497
47 H -2.94269 -2.22011 0.12195  0.469
48 O -0.41482 2.05402 -0.95036  -0.988
49 H -0.91487 1.77527 -0.16991  0.492
50 H -0.40587 1.37797 -1.63731  0.493
51 O 3.86155 -2.26112 -0.88152  -0.943
52 H 3.78617 -1.44495 -0.35036  0.475
53 H 4.04301 -2.89978 -0.18245  0.454

Calculated values
lowest unoccupied orbital energy: 0.0017 Ha
HOMO-LUMO gap: 9.07 eV
SMILES string: C=C(CC)CCN.O.O.O.O.O.O.O.O.O.O.O

---

In the order shown, the computed relative energy (zero: lowest compared OMol25 entry of this formula, charge and spin) values come out to 150.0 13.6 0.0 407.8 kJ/mol.